Entry 1:
Formula: C54H145N11O16
Source: the Open Molecules 2025 dataset
Level of theory: ωB97M-V with the def2-TZVPD basis set

Output
Electronic energy, Eh: -3950.18591
HOMO, hartree: -0.315
Kohn-Sham gap, eV: 8.84

ORCA input file:
```
! wB97M-V def2-TZVPD RIJCOSX def2/J DEFGRID3
* xyz 0 1
C -9.4913 17.3846 24.5556
C -10.2625 16.2709 23.8653
O -10.3853 15.1191 24.7128
H -9.9843 17.7979 25.4350
H -9.1377 18.1153 23.8280
H -8.5753 16.9407 24.9641
H -9.6723 16.0003 22.9874
H -11.2373 16.6506 23.5514
H -11.2928 15.1456 25.0302
C -10.4296 7.9599 17.5082
C -9.1659 7.2220 17.9347
O -9.1971 6.9423 19.3274
H -10.7526 8.6283 18.2995
H -11.2081 7.2158 17.3000
H -10.3054 8.4213 16.5263
H -8.2914 7.8173 17.6482
H -8.9576 6.3030 17.3740
H -9.3895 6.0112 19.4546
C -22.0650 13.3300 17.6510
O -21.3130 13.1951 16.4711
C -19.9288 13.4050 16.6561
C -19.2341 12.3880 17.5733
N -18.1640 11.6419 16.8924
C -17.8143 10.4141 17.5897
C -16.8218 10.5762 18.7448
O -15.5911 11.1032 18.2876
C -14.7793 10.1503 17.6728
H -23.1056 13.4420 17.3374
H -21.8398 14.2216 18.2459
H -22.0179 12.4139 18.2473
H -19.8012 14.4333 17.0153
H -19.4124 13.2766 15.7033
H -19.9604 11.6697 17.9671
H -18.8999 12.8876 18.4968
H -17.3569 12.2573 16.9791
H -17.4021 9.6895 16.8798
H -18.6969 9.9121 17.9978
H -16.6743 9.5871 19.1915
H -17.2978 11.2037 19.5016
H -15.1125 9.9081 16.6573
H -14.7773 9.1713 18.1837
H -13.7148 10.3886 17.6715
C -19.1419 7.3794 19.8212
O -18.1627 8.0892 20.5290
C -18.5870 8.5340 21.8077
C -17.4715 9.3859 22.3611
N -16.3516 8.5208 22.8189
C -15.2756 9.3033 23.3981
C -14.5790 10.3235 22.5229
O -15.2994 11.5481 22.4855
C -14.9028 12.4405 21.4616
H -19.2352 6.3230 20.1011
H -18.9220 7.4580 18.7559
H -20.1495 7.7983 19.9588
H -18.8350 7.6637 22.4238
H -19.4874 9.1637 21.7445
H -17.7647 10.0887 23.1391
H -17.0758 9.9863 21.5336
H -16.0826 8.0415 21.9661
H -14.5076 8.5960 23.7289
H -15.6040 9.8059 24.3105
H -14.3119 9.9982 21.5069
H -13.5955 10.5358 22.9837
H -14.9829 12.0240 20.4513
H -13.9482 12.9144 21.7047
H -15.6976 13.1935 21.4633
C -2.8415 11.1809 21.1907
O -2.3775 12.5229 21.3573
C -3.2787 13.5250 20.9715
C -3.3316 13.7911 19.4689
N -4.0867 12.8535 18.6356
C -5.5206 13.1793 18.5906
C -6.3329 12.0034 18.0881
O -6.3359 11.0944 19.1681
C -6.9076 9.8216 19.0134
H -2.9027 11.0482 20.1094
H -3.8282 11.0764 21.6519
H -2.1437 10.4716 21.6222
H -2.9562 14.4547 21.4515
H -4.2761 13.3724 21.4173
H -2.2790 13.6665 19.1666
H -3.4793 14.8360 19.1899
H -4.0328 11.9408 19.0724
H -5.5679 13.9568 17.8213
H -5.9538 13.4347 19.5660
H -5.9357 11.5699 17.1622
H -7.3610 12.3508 17.8922
H -7.9601 9.7906 19.3230
H -6.3126 9.0411 19.4787
H -7.0047 9.5892 17.9419
C -6.5700 8.3261 23.3407
C -5.3650 9.1633 23.7467
C -5.7641 10.4486 24.4391
O -4.6100 11.1387 24.8647
C -4.8034 12.5285 25.0331
N -4.4424 8.3312 24.5559
H -6.2604 7.4627 22.7594
H -7.1979 8.9940 22.7373
H -7.2067 8.0099 24.1692
H -4.7816 9.3536 22.8398
H -6.3741 10.1728 25.3142
H -6.3461 11.0683 23.7438
H -5.3286 12.7107 25.9697
H -5.4048 12.9228 24.2044
H -3.8482 13.0498 25.0252
H -4.8595 8.2532 25.4802
H -3.5575 8.8153 24.6454
C -10.4250 18.5787 20.3379
C -11.9222 18.3421 20.4943
C -12.2558 16.8666 20.5658
O -11.9473 16.2055 19.3595
C -12.3235 14.8495 19.4029
N -12.3651 18.9859 21.7427
H -10.0350 18.0180 19.4851
H -9.8615 18.2398 21.2065
H -10.2835 19.6240 20.0608
H -12.4244 18.8574 19.6666
H -13.2939 16.7343 20.8967
H -11.5759 16.4509 21.3282
H -12.3145 14.4678 20.4256
H -11.6671 14.2506 18.7688
H -13.3158 14.6523 18.9697
H -13.3011 18.6990 22.0119
H -12.4423 19.9872 21.6094
C -6.2676 17.1130 22.5627
C -6.0648 18.5063 21.9834
C -5.3742 19.4086 23.0146
O -4.1727 18.9254 23.5423
C -3.0748 18.9241 22.6528
N -5.4477 18.4742 20.6787
H -6.8567 17.0801 23.4807
H -5.3342 16.6296 22.8724
H -6.7382 16.4378 21.8441
H -7.1014 18.8918 21.9638
H -6.0756 19.5044 23.8443
H -5.2909 20.4155 22.5731
H -3.2068 19.6222 21.8268
H -2.8757 17.9075 22.2980
H -2.1569 19.1842 23.1899
H -5.0234 19.3588 20.4346
H -6.0848 18.2206 19.9357
C -7.2706 18.1368 15.0659
C -6.0903 17.7895 15.9606
C -6.3436 16.6238 16.8980
O -7.4659 16.9914 17.6908
C -8.0406 15.9296 18.4309
N -4.8331 17.5868 15.2142
H -7.1246 19.0591 14.5094
H -8.1806 18.1807 15.6731
H -7.5391 17.3369 14.3619
H -5.9056 18.6829 16.5656
H -5.4909 16.5229 17.5790
H -6.4700 15.6992 16.3206
H -7.4754 15.6249 19.3150
H -8.3048 15.1124 17.7546
H -8.9921 16.3533 18.7598
H -4.4390 18.4846 14.9744
H -5.0235 17.0641 14.3680
C -8.4505 14.0396 14.9979
C -9.7494 13.3037 14.6753
C -10.4418 12.9185 16.0020
O -10.8870 11.5882 16.0808
C -11.8385 11.2296 15.0963
N -10.5474 14.1014 13.7521
H -7.8470 14.3582 14.1518
H -7.8017 13.3793 15.5864
H -8.6804 14.8548 15.6913
H -9.4427 12.3854 14.1660
H -11.3291 13.5755 16.0568
H -9.8470 13.1501 16.8860
H -12.6190 11.9972 15.0210
H -12.2919 10.3380 15.5284
H -11.3922 11.0221 14.1227
H -11.4759 13.6737 13.7115
H -10.8356 15.0090 14.1170
C -4.6664 11.5669 28.3695
C -6.0542 11.7870 28.9936
C -7.0800 12.1019 27.9049
O -6.9103 13.4275 27.4968
C -8.0725 13.9310 26.8963
N -6.4498 10.6430 29.7928
H -3.9612 11.1048 29.0609
H -4.2457 12.5268 28.0631
H -4.7193 10.9928 27.4398
H -5.8895 12.7350 29.5301
H -8.0858 11.8506 28.2719
H -6.9382 11.3406 27.1225
H -8.9331 14.0030 27.5831
H -8.4965 13.2674 26.1269
H -7.8681 14.9128 26.4789
H -7.1424 10.9256 30.4778
H -5.6687 10.2760 30.3210
C -11.4092 8.9573 26.4902
C -11.1474 10.2913 25.7991
C -12.1561 11.3878 26.1671
O -12.3797 11.4156 27.5654
C -13.1508 12.5049 27.9853
N -9.7385 10.7211 25.9417
H -11.4709 9.1509 27.5623
H -10.6444 8.2445 26.2047
H -12.4064 8.5937 26.2238
H -11.3510 10.1575 24.7287
H -13.0991 11.0437 25.7144
H -11.7778 12.3474 25.8042
H -14.2201 12.4020 27.7355
H -12.8702 13.4712 27.5452
H -13.0762 12.5360 29.0712
H -9.5277 11.2143 25.0754
H -9.6917 11.4095 26.6862
C -7.7563 13.5209 22.2962
C -9.2250 13.2369 22.1167
C -9.4912 12.4472 20.8471
O -10.8776 12.4082 20.6725
C -11.3119 11.5985 19.6029
N -9.7446 12.4344 23.2708
H -7.1112 12.7118 21.9322
H -7.4810 13.6431 23.3449
H -7.4109 14.4122 21.7625
H -9.8805 14.1045 21.9795
H -8.9652 11.4768 20.8703
H -9.0012 12.9109 19.9702
H -10.6229 11.6771 18.7532
H -12.3612 11.7515 19.3725
H -11.1916 10.5399 19.8951
H -10.2722 13.0767 23.8580
H -10.4718 11.8863 22.8096
*
```

---

Entry 2:
Formula: C5H4O
Source: the Open Molecules 2025 dataset
Level of theory: ωB97M-V with the def2-TZVPD basis set

Output
SMILES: C=C=C=O.C#C
Electronic energy, Eh: -267.96099
HOMO, hartree: -0.334
Kohn-Sham gap, eV: 8.63

ORCA input file:
```
! wB97M-V def2-TZVPD RIJCOSX def2/J DEFGRID3
* xyz 0 1
C -0.5100 1.6026 0.3344
C 0.3776 0.8324 -0.2813
C 1.5536 0.2994 -0.1117
O 2.6254 -0.1644 -0.4102
H -0.4987 1.5662 1.3558
H -1.2625 2.1864 -0.1150
C -0.5374 -1.3894 -0.7625
C -0.5831 -1.8502 0.3284
H -0.4139 -1.0666 -1.7695
H -0.7510 -2.0164 1.4316
*
```

---

Ordered ΔE to the lowest compared entry with this formula, charge and spin results: 0.0; 95.0; unit kcal per mole.